Computed, not measured: the ion C9H15N2O with charge +1 at a distorted geometry, with the ωB97M-V functional and the def2-TZVPD basis.

For the HOMO energy, the calculation gives -13.842 eV. As for the orbital gap: 0.3344 Ha. The energy above the lowest of the compared OMol25 structures with the same formula, charge and spin is 36.9 kcal per mole. The energy comes out at -14596.3624 eV. The structure (SMILES) is Cn1ccc[n+](C(C)(C)C)c1=O. Its total charge is +1.

XYZ file:
```
27
C9H15N2O | OMol25 | the ωB97M-V functional and the def2-TZVPD basis
C 1.972 2.585 1.765
N 1.346 1.277 1.561
C 1.914 0.240 2.161
C 1.605 -1.110 1.895
C 0.690 -1.263 0.871
N 0.203 -0.248 0.206
C -0.696 -0.453 -0.925
C -1.067 -1.973 -1.095
C -2.094 0.289 -0.546
C -0.252 -0.012 -2.221
C 0.523 1.152 0.476
O 0.125 2.114 -0.106
H 3.035 2.548 1.326
H 1.428 3.489 1.366
H 2.103 2.939 2.727
H 2.580 0.626 2.889
H 2.050 -1.783 2.480
H 0.440 -2.301 0.540
H -0.168 -2.565 -1.163
H -1.697 -2.166 -0.138
H -1.674 -2.134 -1.964
H -2.770 -0.097 -1.254
H -1.953 1.330 -0.688
H -2.323 -0.018 0.438
H -0.113 1.081 -2.575
H 0.785 -0.493 -2.499
H -0.981 -0.410 -2.937
```

---

Computed, not measured: an isolated molecule of C9H15N3O6 at a distorted geometry, with the ωB97M-V functional and the def2-TZVPD basis.

For the HOMO energy, the calculation gives -10.006 eV. As for the orbital gap: 0.3635 Ha. The energy above the lowest of the compared OMol25 structures with the same formula, charge and spin is 56.1 kcal per mole. The energy comes out at -26331.9457 eV. The structure (SMILES) is NC(=O)CC[C@H](NC(=O)[C@@H](N)CC(=O)O)C(=O)O. Its total charge is 0.

XYZ file:
```
33
C9H15N3O6 | OMol25 | the ωB97M-V functional and the def2-TZVPD basis
N -3.155 0.597 1.057
C -3.710 0.248 -0.129
O -4.476 0.963 -0.736
C -3.332 -1.100 -0.652
C -1.875 -1.352 -1.021
C -0.736 -1.263 0.087
N 0.609 -1.266 -0.535
C 1.482 -0.261 -0.551
O 2.501 -0.482 -1.201
C 1.195 1.126 0.038
N 0.477 1.017 1.289
C 2.427 1.962 0.418
C 3.435 2.543 -0.540
O 4.135 3.517 -0.283
O 3.699 1.794 -1.548
C -0.878 -2.406 1.072
O -1.966 -2.680 1.561
O 0.214 -3.035 1.345
H -2.811 -0.069 1.662
H -3.429 1.473 1.523
H -3.899 -1.233 -1.621
H -3.551 -1.853 0.085
H -1.853 -2.377 -1.532
H -1.587 -0.540 -1.811
H -0.744 -0.418 0.689
H 0.787 -1.986 -1.223
H 0.695 1.770 -0.756
H -0.102 1.753 1.465
H 1.152 0.752 2.079
H 1.969 2.860 0.980
H 2.955 1.316 1.190
H 3.077 1.053 -1.629
H 0.909 -2.516 0.789
```

---

Computed, not measured: an isolated molecule of C9H15NO2 at a distorted geometry, with the ωB97M-V functional and the def2-TZVPD basis.

For the HOMO energy, the calculation gives -8.556 eV. As for the orbital gap: 0.3494 Ha. The energy above the lowest of the compared OMol25 structures with the same formula, charge and spin is 62.5 kcal per mole. The energy comes out at -15158.9129 eV. The structure (SMILES) is CC[C@@H]1O[C@@]2(C)OC(C)=N[C@@]12C. Its total charge is 0.

XYZ file:
```
27
C9H15NO2 | OMol25 | the ωB97M-V functional and the def2-TZVPD basis
C 1.228 1.337 -2.316
C -0.199 1.549 -1.928
C -0.528 1.140 -0.490
O 0.591 1.232 0.423
C 0.620 -0.168 0.848
C 1.935 -0.803 0.595
O 0.158 -0.386 2.191
C -1.153 -0.618 2.059
C -1.978 -0.298 3.192
N -1.585 -0.904 0.870
C -0.586 -0.635 -0.069
C -0.234 -1.578 -1.284
H 1.757 2.203 -1.951
H 1.311 1.206 -3.359
H 1.534 0.411 -1.825
H -0.850 0.989 -2.604
H -0.311 2.599 -2.031
H -1.533 1.537 -0.127
H 2.384 -0.387 -0.264
H 1.956 -1.918 0.748
H 2.627 -0.526 1.462
H -2.617 0.548 2.877
H -1.329 -0.007 4.098
H -2.707 -1.095 3.535
H -0.352 -1.114 -2.177
H -0.996 -2.447 -1.184
H 0.857 -1.867 -1.285
```

---

Computed, not measured: an isolated molecule of C9H15NO4 at a distorted geometry, with the ωB97M-V functional and the def2-TZVPD basis.

For the HOMO energy, the calculation gives -9.097 eV. As for the orbital gap: 0.3570 Ha. The energy above the lowest of the compared OMol25 structures with the same formula, charge and spin is 82.6 kcal per mole. The energy comes out at -19253.7115 eV. The structure (SMILES) is COC(=O)NC1([C@]2(O)CO2)CCCC1. Its total charge is 0.

XYZ file:
```
29
C9H15NO4 | OMol25 | the ωB97M-V functional and the def2-TZVPD basis
C -0.484 3.988 -0.733
O -0.825 2.671 -0.327
C 0.084 1.722 -0.502
O 1.232 1.782 -0.864
N -0.562 0.558 -0.179
C 0.172 -0.738 -0.137
C 0.711 -0.895 -1.860
O 2.010 -0.712 -2.083
C -0.263 -0.648 -2.910
O 0.131 -1.983 -2.578
C -0.713 -1.851 0.254
C -0.444 -1.953 1.753
C 0.725 -1.092 2.119
C 1.400 -0.818 0.787
H -0.607 4.197 -1.856
H 0.490 4.147 -0.381
H -1.165 4.667 -0.174
H -1.567 0.670 -0.141
H 2.409 -0.252 -1.311
H -1.327 -0.273 -2.817
H 0.163 -0.191 -3.803
H -0.588 -2.760 -0.476
H -1.811 -1.680 0.122
H -0.463 -2.987 2.222
H -1.377 -1.327 2.267
H 0.312 -0.141 2.638
H 1.355 -1.586 2.858
H 2.033 0.065 0.645
H 2.121 -1.654 0.378
```

---

Computed, not measured: a structure of composition C9H15O5Sm at a distorted geometry, with the ωB97M-V functional and the def2-TZVPD basis.

For the HOMO energy (alpha / beta), the calculation gives -5.000 / -6.497 eV. As for the orbital gap (alpha / beta): 0.1803 / 0.2077 Ha. The energy comes out at -37710.7360 eV. As for the spin multiplicity: 8. Its total charge is 0.

XYZ file:
```
30
C9H15O5Sm | OMol25 | the ωB97M-V functional and the def2-TZVPD basis
C 1.036 -2.258 2.023
O 1.382 -1.403 0.936
C 1.504 -1.965 -0.308
C 2.178 -1.023 -1.238
O 1.570 0.249 -0.990
C 1.828 1.318 -1.849
C 1.332 2.560 -1.182
O 0.728 2.534 -0.129
H 0.115 -2.805 1.780
H 1.862 -2.957 2.208
H 0.850 -1.601 2.879
H 1.160 -2.985 -0.474
H 3.253 -0.894 -1.024
H 2.035 -1.353 -2.276
H 2.911 1.411 -2.042
H 1.413 3.500 -1.756
H 1.295 1.206 -2.808
O -0.700 1.453 2.643
C -2.001 0.920 2.507
C -2.182 0.237 1.162
O -2.868 1.088 0.209
C -2.850 0.699 -1.071
C -1.935 -0.071 -1.686
Sm 0.372 0.756 1.043
H -2.782 1.696 2.671
H -2.139 0.134 3.283
H -2.666 -0.753 1.188
H -3.663 1.173 -1.632
H -1.886 0.013 -2.774
H -1.154 -0.880 -1.293
```

---

Computed, not measured: an isolated molecule of C9H16 at a distorted geometry, with the ωB97M-V functional and the def2-TZVPD basis.

For the HOMO energy, the calculation gives -7.696 eV. As for the orbital gap: 0.3186 Ha. The energy above the lowest of the compared OMol25 structures with the same formula, charge and spin is 183.4 kcal per mole. The energy comes out at -9583.2599 eV. The structure (SMILES) is C[C@@H]1CC[C@@]2(C)C[C@@]12C. Its total charge is 0.

XYZ file:
```
25
C9H16 | OMol25 | the ωB97M-V functional and the def2-TZVPD basis
C -2.144 -0.679 -0.854
C -0.697 -0.548 -0.647
C -0.276 -0.984 1.001
C 0.968 -0.314 1.320
C 1.278 0.268 -0.100
C 1.749 -1.004 -0.700
C 1.215 1.417 -0.991
C -0.175 0.923 -0.444
C -0.811 1.847 0.626
H -2.536 0.037 -0.035
H -2.581 -0.269 -1.666
H -2.736 -1.645 -0.723
H 0.178 -1.177 -1.133
H -0.279 -2.070 1.030
H -1.178 -1.027 1.569
H 0.582 0.344 2.146
H 1.540 -1.316 1.922
H 1.721 -0.627 -1.775
H 1.032 -1.829 -0.611
H 2.855 -1.460 -0.370
H 1.576 2.360 -0.324
H 1.522 1.157 -1.860
H -1.149 2.784 0.174
H -1.639 1.407 1.238
H -0.017 2.405 1.206
```

---

Computed, not measured: a cluster of 2 separate species, C9H16B2 in total at a distorted geometry, with the ωB97M-V functional and the def2-TZVPD basis.

For the HOMO energy (alpha / beta), the calculation gives -8.116 / -7.375 eV. As for the orbital gap (alpha / beta): 0.2967 / 0.2236 Ha. The energy above the lowest of the compared OMol25 structures with the same formula, charge and spin is 0.0 kcal per mole. The energy comes out at -10938.5671 eV. Its total charge is 0.

XYZ file:
```
27
C9H16B2 | OMol25 | the ωB97M-V functional and the def2-TZVPD basis
B -1.941 2.256 -0.058
B -2.160 -1.610 0.984
C 0.250 0.455 0.932
C -3.145 -0.630 -1.094
C -1.724 0.826 0.137
C -2.306 -0.442 -0.043
C 0.624 -0.962 0.915
C 1.304 1.450 0.721
C 1.438 -1.306 -0.348
C 2.080 1.111 -0.569
C 2.593 -0.323 -0.519
H -1.330 3.087 0.494
H -2.781 2.579 -0.819
H -2.258 -2.720 0.621
H -2.192 -1.375 2.129
H -3.392 0.172 -1.769
H -3.625 -1.577 -1.263
H 1.226 -1.186 1.804
H -0.278 -1.595 0.955
H 0.899 2.460 0.661
H 2.000 1.401 1.566
H 1.816 -2.328 -0.274
H 0.775 -1.251 -1.214
H 1.407 1.235 -1.419
H 2.912 1.809 -0.685
H 3.291 -0.434 0.312
H 3.130 -0.556 -1.442
```

---

Computed, not measured: a cluster of 2 separate species, C9H16BClF3O4Si in total, with the ωB97M-V functional and the def2-TZVPD basis.

For the HOMO energy, the calculation gives -6.389 eV. As for the orbital gap: 0.3317 Ha. The energy comes out at -47020.9109 eV. Its total charge is -1.

XYZ file:
```
35
C9H16BClF3O4Si | OMol25 | the ωB97M-V functional and the def2-TZVPD basis
C -1.797 -1.073 -0.388
C -2.009 0.287 -1.047
Cl -0.529 0.795 -1.959
C -2.397 1.404 -0.078
Si -1.257 1.815 1.378
C -2.195 3.071 2.415
C 0.440 2.477 0.929
C 1.536 1.392 0.819
C 2.514 1.590 -0.318
F 3.482 2.560 0.045
H -2.674 -1.708 -0.526
H -1.607 -0.983 0.680
H -0.939 -1.589 -0.815
H -2.762 0.207 -1.829
H -3.372 1.139 0.354
H -2.553 2.327 -0.648
H -1.038 0.601 2.203
H -1.829 3.095 3.443
H -2.100 4.073 1.988
H -3.258 2.819 2.434
H 0.402 3.072 0.010
H 0.697 3.183 1.727
H 1.118 0.385 0.734
H 2.133 1.397 1.736
H 2.024 1.965 -1.219
H 3.051 0.670 -0.555
B 2.432 -3.327 -2.046
O 1.764 -2.770 -0.815
C 1.004 -3.680 -0.253
O 0.334 -3.538 0.735
C 1.103 -4.977 -1.102
O 0.522 -6.004 -0.870
O 1.918 -4.740 -2.101
F 3.807 -3.314 -1.895
F 2.034 -2.621 -3.167
```

---

Computed, not measured: a cluster of 2 separate species, C9H16BrN4 in total at a distorted geometry, with the ωB97M-V functional and the def2-TZVPD basis.

For the HOMO energy, the calculation gives -12.554 eV. As for the orbital gap: 0.3438 Ha. The energy above the lowest of the compared OMol25 structures with the same formula, charge and spin is 0.0 kcal per mole. The energy comes out at -85584.8542 eV. Its total charge is +1.

XYZ file:
```
30
C9H16BrN4 | OMol25 | the ωB97M-V functional and the def2-TZVPD basis
C -1.626 0.354 -0.836
C -2.381 -0.582 -1.554
C 1.041 -1.467 1.051
C 0.371 0.394 -0.251
C 0.451 -0.067 1.212
C 1.107 -0.659 -1.102
C 1.264 0.757 2.204
C 2.607 -0.567 -1.290
C -2.510 2.434 0.432
N -3.644 -0.225 -1.480
N -3.768 0.840 -0.772
N -2.547 1.211 -0.366
N 0.874 -1.899 -0.333
Br -1.865 -2.169 -2.346
H 2.154 -1.461 1.207
H 0.520 -2.189 1.711
H 0.666 1.394 -0.546
H -0.657 -0.288 1.551
H 0.636 -0.720 -2.052
H 1.069 0.602 3.330
H 1.052 1.788 1.819
H 2.361 0.520 2.226
H 2.830 -1.205 -2.124
H 3.258 -0.805 -0.411
H 2.903 0.409 -1.820
H -1.547 2.498 1.095
H -2.482 3.353 -0.278
H -3.541 2.364 0.942
H 1.558 -2.550 -0.636
H -0.154 -2.065 -0.581
```

---

Computed, not measured: an isolated molecule of C9H16BrNO4 at a distorted geometry, with the ωB97M-V functional and the def2-TZVPD basis.

For the HOMO energy, the calculation gives -9.906 eV. As for the orbital gap: 0.3862 Ha. The energy comes out at -89314.2917 eV. The structure (SMILES) is C[C@H](Br)[C@@](N)(C(=O)O)C(=O)OC(C)(C)C. Its total charge is 0.

XYZ file:
```
31
C9H16BrNO4 | OMol25 | the ωB97M-V functional and the def2-TZVPD basis
C 2.184 1.793 0.753
C 2.765 0.386 0.658
Br 4.690 0.405 0.335
C 2.151 -0.617 -0.684
N 2.910 -0.622 -1.925
C 2.115 -1.994 -0.118
O 1.953 -2.278 1.062
O 2.452 -2.962 -0.952
C 0.664 -0.191 -0.844
O 0.245 0.387 -1.787
O -0.017 -0.510 0.264
C -1.490 -0.356 0.536
C -2.127 -1.456 -0.345
C -1.785 -0.856 1.918
C -1.866 1.079 0.203
H 1.097 1.676 0.895
H 2.668 2.226 1.622
H 2.432 2.313 -0.226
H 2.546 -0.310 1.460
H 3.854 -0.548 -1.982
H 2.713 0.206 -2.505
H 2.636 -2.711 -1.891
H -2.172 -1.059 -1.359
H -1.532 -2.397 -0.277
H -3.198 -1.779 0.060
H -1.384 -0.260 2.668
H -1.394 -1.784 1.972
H -2.802 -0.972 2.111
H -2.819 1.344 0.571
H -1.151 1.851 0.440
H -1.923 1.263 -0.915
```

---

Computed, not measured: a cluster of 2 separate species, C9H16Cl3FO3S in total, with the ωB97M-V functional and the def2-TZVPD basis.

For the HOMO energy, the calculation gives -11.003 eV. As for the orbital gap: 0.4224 Ha. The energy comes out at -66854.9828 eV. The structure (SMILES) is O=S1(=O)C[C@H](CCCF)C[C@@H](Cl)O1.ClCCCl. Its total charge is 0.

XYZ file:
```
33
C9H16Cl3FO3S | OMol25 | the ωB97M-V functional and the def2-TZVPD basis
O 1.702 0.560 3.466
S 1.185 0.291 2.168
O 0.261 -0.790 1.994
C 0.480 1.749 1.474
C 0.137 1.568 -0.013
C -1.175 0.799 -0.268
C -2.354 1.144 0.643
C -2.733 2.610 0.614
F -3.536 2.919 1.707
C 1.309 0.913 -0.781
C 2.595 0.737 0.005
Cl 3.435 2.298 0.341
O 2.421 -0.019 1.186
H 1.196 2.554 1.600
H -0.377 1.960 2.110
H 0.014 2.567 -0.435
H -0.976 -0.268 -0.181
H -1.459 0.980 -1.310
H -2.127 0.844 1.667
H -3.209 0.540 0.336
H -3.310 2.845 -0.283
H -1.858 3.262 0.650
H 1.054 -0.077 -1.160
H 1.568 1.512 -1.654
H 3.320 0.181 -0.578
Cl 1.577 -4.811 -3.106
C 0.893 -4.423 -1.506
C -0.376 -3.619 -1.611
Cl -0.074 -1.969 -2.229
H 1.653 -3.890 -0.940
H 0.680 -5.368 -1.009
H -0.820 -3.508 -0.623
H -1.095 -4.090 -2.275
```

---

Computed, not measured: a cluster of 2 separate species, C9H16ClF3N4O2 in total at a distorted geometry, with the ωB97M-V functional and the def2-TZVPD basis.

For the HOMO energy, the calculation gives -6.953 eV. As for the orbital gap: 0.2294 Ha. The energy comes out at -40320.1546 eV. Its total charge is 0.

XYZ file:
```
35
C9H16ClF3N4O2 | OMol25 | the ωB97M-V functional and the def2-TZVPD basis
C 3.142 1.514 1.509
C 2.902 2.936 0.901
Cl 4.438 3.851 0.977
C 1.732 3.694 1.655
N 0.710 2.695 1.987
C 0.364 2.117 3.115
N -0.623 1.224 2.868
C -0.841 1.308 1.539
N -1.675 0.635 0.790
N -0.018 2.242 0.947
H 3.135 1.559 2.618
H 4.126 1.138 1.186
H 2.329 0.818 1.226
H 2.536 2.753 -0.126
H 1.336 4.445 0.945
H 2.098 4.175 2.576
H 0.860 2.356 4.054
H -1.941 0.934 -0.146
H -2.114 -0.198 1.168
H 0.022 2.514 -0.026
C -1.653 -4.267 -3.036
C -2.622 -3.814 -1.953
O -2.008 -3.179 -0.848
C -1.639 -1.782 -0.959
O -2.634 -1.036 -1.372
C -0.324 -1.555 -1.775
F 0.587 -2.532 -1.542
F 0.289 -0.390 -1.389
F -0.472 -1.487 -3.104
H -0.742 -4.680 -2.601
H -2.122 -5.026 -3.667
H -1.372 -3.444 -3.690
H -3.088 -4.712 -1.536
H -3.437 -3.216 -2.370
H -1.280 -1.592 0.079
```